Here is 9 unconnected molecules or ions with the total composition C39H103B2F8N6O13 in a non-equilibrium geometry from the OMol25 dataset. Energies are from the ωB97M-V functional and the def2-TZVPD basis.

Calculated values
- gap between HOMO and LUMO (spin up / spin down) (Ha) = 0.078 / 0.291
- multiplicity = 2
- net charge = +2

Last columns: bonded neighbours and bond lengths (Å).
Atoms and positions in Å:
1 C 1.909 -0.229 3.830  H41 1.090, N71 1.521, C144 1.543, H166 1.090
2 C -1.247 -1.404 4.946  C20 1.520, H80 1.090, H93 1.090, O120 1.420
3 O -4.622 -6.599 -2.334  C64 1.369, C98 1.409
4 C 0.033 -0.025 -4.160  H5 1.090, N92 1.543, H110 1.090, C161 1.537
5 H -0.757 -0.556 -3.630  C4 1.090
6 H -5.073 -4.660 -2.768  C98 1.090
7 H 5.997 0.015 4.602  C130 1.090
8 O 1.622 0.287 6.061  C144 1.411, C164 1.441
9 H -1.316 -0.497 7.344  C100 1.090
10 H -0.791 -1.238 -5.512  N92 1.010
11 H 2.174 4.688 -0.299  C131 1.090
12 F -3.515 -5.617 2.329  B65 1.391
13 H -2.062 4.320 1.984  C102 1.090
14 C -4.915 -0.009 1.358  C24 1.548, N60 1.557, H85 1.090, H99 1.090
15 F -4.138 -3.897 0.956  B65 1.374
16 H -1.388 3.710 -3.446  C135 1.090
17 H -3.187 1.170 1.021  N60 1.010
18 C -0.824 -5.476 -3.338  H58 1.090, C67 1.555, N112 1.564, H128 1.090
19 H 3.030 -2.923 -3.448  C53 1.090
20 C -0.534 -1.242 3.614  C2 1.520, H22 1.090, H62 1.090, N71 1.569
21 H -1.283 3.102 5.395  C140 1.090
22 H -1.288 -1.014 2.861  C20 1.090
23 H 4.415 -0.862 1.379  C157 1.090
24 C -4.718 0.107 2.889  C14 1.548, H72 1.090, H114 1.090, O163 1.483
25 H 1.329 -4.619 -0.423  C122 1.090
26 H -2.721 5.424 0.182  C127 1.090
27 H -1.588 5.741 2.881  C102 1.090
28 F -2.138 -3.850 1.837  B65 1.374
29 H -1.813 5.386 -3.036  C135 1.090
30 H -0.239 4.928 -3.731  C135 1.090
31 H 1.267 -0.952 -6.563  C32 1.090
32 C 0.572 -0.144 -6.791  H31 1.090, C37 1.547, N92 1.601, H160 1.090
33 H 7.525 0.576 4.205  C130 1.090
34 N 5.108 0.765 0.085  C103 1.548, H148 1.010, H152 1.010, C157 1.529
35 H 4.505 -2.544 -0.706  C137 1.090
36 H -0.675 1.028 -0.788  C108 1.090
37 C 1.248 1.247 -6.793  C32 1.547, H55 1.090, O74 1.418, H158 1.090
38 H 2.728 -3.553 -4.978  C53 1.090
39 H 0.011 -3.518 -3.601  C67 1.090
40 O 1.472 -1.983 -4.349  C53 1.427, C161 1.423
41 H 2.111 0.806 3.552  C1 1.090
42 H 0.147 0.501 2.842  N71 1.010
43 H 0.298 -3.180 0.193  C122 1.090
44 H 3.383 -0.294 5.372  C144 1.090
45 H 1.466 3.666 1.601  N111 1.010
46 H 5.994 -2.168 0.050  C137 1.090
47 H 2.271 -1.651 5.594  C144 1.090
48 H 1.221 0.663 8.019  C164 1.090
49 O -0.754 4.064 3.614  C102 1.428, C140 1.421
50 H -2.829 -5.997 -3.673  N112 1.010
51 B 3.880 2.149 -2.667  F91 1.438, F113 1.327, F146 1.362, F149 1.379
52 H 6.479 2.384 1.984  C126 1.090
53 C 2.756 -2.599 -4.452  H19 1.090, H38 1.090, O40 1.427, H147 1.090
54 H 0.039 0.516 4.468  N71 1.010
55 H 1.968 1.253 -7.611  C37 1.090
56 O 6.139 0.505 2.661  C126 1.414, C130 1.472
57 H -6.592 -7.098 -1.834  C64 1.090
58 H -0.559 -6.466 -2.967  C18 1.090
59 H 1.395 -2.904 -1.116  C122 1.090
60 N -4.161 1.213 0.758  C14 1.557, H17 1.010, H154 1.010, C170 1.497
61 H 1.140 -4.750 -3.185  C67 1.090
62 H -0.106 -2.159 3.209  C20 1.090
63 H 7.015 1.408 -0.409  C103 1.090
64 C -5.874 -7.053 -2.653  O3 1.369, H57 1.090, H81 1.090, H109 1.090
65 B -3.429 -4.252 2.079  F12 1.391, F15 1.374, F28 1.374, F123 1.333
66 C -5.685 1.370 4.706  H87 1.090, H116 1.090, H134 1.090, O163 1.414
67 C 0.162 -4.352 -2.914  C18 1.555, H39 1.090, H61 1.090, O86 1.489
68 O 5.612 -1.335 -1.816  C133 1.401, C137 1.402
69 H 6.568 -3.134 -1.865  C133 1.090
70 H 0.713 5.758 1.798  C78 1.090
71 N 0.414 0.006 3.681  C1 1.521, C20 1.569, H42 1.010, H54 1.010
72 H -3.651 -0.023 3.069  C24 1.090
73 H 0.971 -0.616 -0.761  C143 1.090
74 O 0.267 2.268 -6.725  C37 1.418, C88 1.372
75 H -2.465 -5.393 -1.281  C171 1.090
76 O -1.133 1.191 1.241  C108 1.451
77 H 1.395 0.727 0.232  C143 1.090
78 C -0.080 5.120 1.408  H70 1.090, H83 1.090, C102 1.594, N111 1.556
79 H -4.087 3.358 -1.812  C159 1.090
80 H -2.167 -1.986 4.923  C2 1.090
81 H -5.855 -8.023 -3.149  C64 1.090
82 H 0.111 3.037 1.039  N111 1.010
83 H -0.385 5.590 0.473  C78 1.090
84 H -2.661 -4.407 -3.933  N112 1.010
85 H -5.960 0.221 1.148  C14 1.090
86 O -0.244 -3.958 -1.537  C67 1.489, C122 1.419
87 H -5.588 2.365 5.141  C66 1.090
88 C 0.610 3.364 -5.975  O74 1.372, H89 1.090, H162 1.090, H167 1.090
89 H 1.357 3.925 -6.538  C88 1.090
90 H 2.254 -0.058 -4.314  C161 1.090
91 F 3.351 2.067 -4.002  B51 1.438
92 N -0.481 -0.280 -5.593  C4 1.543, H10 1.010, C32 1.601, H96 1.010
93 H -0.557 -1.831 5.674  C2 1.090
94 H -2.350 0.838 7.067  C100 1.090
95 H -2.719 3.258 -0.762  C159 1.090
96 H -1.356 0.188 -5.779  N92 1.010
97 H -4.021 5.690 -0.958  C127 1.090
98 C -4.516 -5.229 -2.024  O3 1.409, H6 1.090, H138 1.090, C171 1.533
99 H -4.553 -0.958 0.962  C14 1.090
100 C -2.153 -0.177 6.722  H9 1.090, H94 1.090, O120 1.445, H136 1.090
101 H -5.364 1.625 -0.887  C170 1.090
102 C -1.217 4.798 2.479  H13 1.090, H27 1.090, O49 1.428, C78 1.594
103 C 6.618 0.823 0.420  N34 1.548, H63 1.090, C126 1.483, H141 1.090
104 H 0.169 2.806 -1.616  C151 1.090
105 H 2.117 2.950 -0.259  C131 1.090
106 H -4.280 6.025 0.754  C127 1.090
107 H 6.379 1.851 4.421  C130 1.090
108 C -0.760 0.388 0.091  H36 1.090, O76 1.451, C119 1.590, C143 1.570
109 H -6.357 -6.473 -3.439  C64 1.090
110 H -0.049 1.044 -3.963  C4 1.090
111 N 0.704 3.851 0.964  H45 1.010, C78 1.556, H82 1.010, C131 1.502
112 N -2.357 -5.168 -3.342  C18 1.564, H50 1.010, H84 1.010, C171 1.530
113 F 3.873 3.431 -2.327  B51 1.327
114 H -5.310 -0.693 3.333  C24 1.090
115 H 7.239 -1.915 -2.966  C133 1.090
116 H -5.293 0.674 5.448  C66 1.090
117 H -2.791 -3.781 -1.824  C171 1.090
118 H 1.469 -1.082 7.671  C164 1.090
119 C -1.670 -0.857 -0.297  C108 1.590, H121 1.090, H139 1.090, H165 1.090
120 O -1.744 -0.132 5.337  C2 1.420, C100 1.445
121 H -1.737 -1.561 0.532  C119 1.090
122 C 0.810 -3.683 -0.627  H25 1.090, H43 1.090, H59 1.090, O86 1.419
123 F -4.054 -3.682 3.109  B65 1.333
124 H -3.791 0.965 -1.328  C170 1.090
125 H 1.638 -0.657 -2.837  C161 1.090
126 C 6.829 1.372 1.782  H52 1.090, O56 1.414, C103 1.483, H156 1.090
127 C -3.800 5.344 0.052  H26 1.090, H97 1.090, H106 1.090, O153 1.392
128 H -0.641 -5.697 -4.390  C18 1.090
129 H -2.353 2.676 4.186  C140 1.090
130 C 6.475 0.828 4.057  H7 1.090, H33 1.090, O56 1.472, H107 1.090
131 C 1.490 3.840 -0.315  H11 1.090, H105 1.090, N111 1.502, C151 1.512
132 H 0.956 -0.842 0.970  C143 1.090
133 C 6.319 -2.309 -2.532  O68 1.401, H69 1.090, H115 1.090, H150 1.090
134 H -6.752 1.147 4.708  C66 1.090
135 C -1.017 4.643 -3.022  H16 1.090, H29 1.090, H30 1.090, O142 1.432
136 H -2.962 -0.892 6.878  C100 1.090
137 C 5.193 -1.716 -0.534  H35 1.090, H46 1.090, O68 1.402, C157 1.598
138 H -4.904 -5.019 -1.027  C98 1.090
139 H -2.708 -0.627 -0.537  C119 1.090
140 C -1.729 3.516 4.490  H21 1.090, O49 1.421, H129 1.090, H168 1.090
141 H 7.157 -0.117 0.305  C103 1.090
142 O -0.444 4.690 -1.711  C135 1.432, C151 1.403
143 C 0.720 -0.127 0.181  H73 1.090, H77 1.090, C108 1.570, H132 1.090
144 C 2.348 -0.617 5.258  C1 1.543, O8 1.411, H44 1.090, H47 1.090
145 H 1.252 3.821 -2.445  C151 1.090
146 F 5.122 1.591 -2.655  B51 1.362
147 H 3.527 -2.045 -4.987  C53 1.090
148 H 4.722 1.492 0.670  N34 1.010
149 F 2.953 1.495 -1.882  B51 1.379
150 H 5.689 -2.592 -3.375  C133 1.090
151 C 0.624 3.794 -1.555  H104 1.090, C131 1.512, O142 1.403, H145 1.090
152 H 4.955 0.973 -0.892  N34 1.010
153 O -4.268 4.046 0.239  C127 1.392, C159 1.440
154 H -4.535 1.952 1.336  N60 1.010
155 H 3.428 -0.419 -0.022  C157 1.090
156 H 7.880 1.510 2.035  C126 1.090
157 C 4.447 -0.593 0.323  H23 1.090, N34 1.529, C137 1.598, H155 1.090
158 H 1.790 1.304 -5.849  C37 1.090
159 C -3.803 3.143 -0.782  H79 1.090, H95 1.090, O153 1.440, C170 1.564
160 H 0.070 -0.298 -7.747  C32 1.090
161 C 1.422 -0.631 -3.905  C4 1.537, O40 1.423, H90 1.090, H125 1.090
162 H -0.150 4.145 -5.946  C88 1.090
163 O -5.058 1.440 3.441  C24 1.483, C66 1.414
164 C 1.796 -0.067 7.447  O8 1.441, H48 1.090, H118 1.090, H169 1.090
165 H -1.284 -1.386 -1.168  C119 1.090
166 H 2.246 -0.941 3.077  C1 1.090
167 H 0.986 3.218 -4.962  C88 1.090
168 H -2.377 4.291 4.901  C140 1.090
169 H 2.850 0.058 7.695  C164 1.090
170 C -4.298 1.664 -0.663  N60 1.497, H101 1.090, H124 1.090, C159 1.564
171 C -3.037 -4.825 -2.015  H75 1.090, C98 1.533, N112 1.530, H117 1.090